[1]
{"formula": "C7H10N2", "method": "wB97M-V/def2-TZVPD", "species": ["C", "C", "C", "C", "C", "C", "C", "N", "N", "H", "H", "H", "H", "H", "H", "H", "H", "H", "H"], "xyz": [[-3.149, 0.198, -0.652], [-1.826, 0.627, -0.825], [-1.918, -0.796, 0.852], [0.474, 1.601, 0.917], [0.215, 0.438, 0.348], [2.805, -0.507, -0.437], [1.466, -0.939, 0.043], [-3.143, -0.656, 0.350], [-1.056, -0.039, 0.096], [-4.124, 0.362, -1.229], [-1.281, 1.138, -1.579], [-1.504, -1.359, 1.657], [-0.320, 2.242, 1.030], [1.390, 1.925, 1.292], [3.404, -1.398, -0.935], [3.491, -0.084, 0.261], [2.782, 0.206, -1.295], [0.810, -1.499, -0.782], [1.484, -1.460, 0.890]], "mulliken_charge": [-0.368, -0.332, -0.038, -0.924, 0.150, -1.107, -0.381, -0.650, 0.237, 0.321, 0.408, 0.377, 0.366, 0.326, 0.295, 0.333, 0.303, 0.256, 0.426], "total_charge": 0, "fmax_ev_per_a": 7.36, "e_lumo_ev": 0.8595, "e_above_lowest_kj_mol": 320.3, "orbital_gap_ev": 9.46, "e_tot_ha": -382.1302, "smiles": "C=C(CC)n1ccnc1"}

***

[2]
{"formula": "C7H10N2", "method": "wB97M-V/def2-TZVPD", "species": ["C", "C", "C", "C", "C", "C", "C", "H", "H", "H", "H", "H", "H", "H", "H", "H", "H", "N", "N"], "xyz": [[-1.479, 2.275, 0.652], [-0.742, 0.109, 0.496], [-0.562, -1.202, 0.964], [0.721, -0.411, 0.628], [1.422, -0.558, -0.681], [1.234, -1.211, -1.723], [2.420, -1.457, -2.461], [-2.197, 2.879, 1.334], [-0.398, 2.264, 0.820], [-1.741, 2.394, -0.536], [-2.695, 0.534, 1.389], [-0.732, -0.225, -0.554], [-0.490, -2.173, 0.637], [-0.688, -1.177, 2.087], [1.237, 0.217, 1.488], [2.606, -0.198, -0.511], [0.186, -1.362, -2.157], [-1.608, 0.900, 1.176], [3.504, -1.598, -3.048]], "mulliken_charge": [-0.667, -0.096, -0.837, -0.059, -0.166, -0.071, -0.007, 0.314, 0.280, 0.182, 0.305, 0.187, 0.371, 0.255, 0.314, 0.185, 0.348, -0.355, -0.483], "total_charge": 0, "fmax_ev_per_a": 10.98, "e_lumo_ev": 0.3584, "e_above_lowest_kj_mol": 682.2, "orbital_gap_ev": 9.31, "e_tot_ha": -381.9923, "smiles": "CN[C@@H]1C[C@H]1/C=C/C#N"}

***

[3]
{"formula": "C7H10N2", "method": "wB97M-V/def2-TZVPD", "species": ["C", "C", "C", "C", "C", "C", "C", "H", "H", "H", "H", "H", "H", "H", "H", "H", "H", "N", "N"], "xyz": [[3.003, -0.597, 0.458], [1.385, -0.638, -0.076], [1.187, 0.901, -0.480], [-0.151, 1.255, -0.424], [-2.252, 0.884, 0.464], [-3.280, -0.037, 0.423], [-1.741, -0.865, -0.715], [3.620, -1.747, 0.175], [3.626, 0.327, 0.121], [3.028, -0.721, 1.763], [1.251, -1.166, -1.115], [0.608, -0.840, 0.800], [1.811, 1.568, -1.168], [-0.537, 2.288, -0.660], [-2.146, 1.703, 1.068], [-4.122, -0.128, 1.159], [-1.079, -1.304, -1.395], [-1.262, 0.382, -0.145], [-2.949, -1.266, -0.255]], "mulliken_charge": [-0.843, -0.161, -0.255, -0.342, -0.317, -0.484, -0.062, 0.238, 0.270, 0.219, 0.152, 0.275, 0.293, 0.334, 0.466, 0.320, 0.371, 0.052, -0.526], "total_charge": 0, "fmax_ev_per_a": 6.05, "e_lumo_ev": 0.7606, "e_above_lowest_kj_mol": 509.2, "orbital_gap_ev": 9.18, "e_tot_ha": -382.0582, "smiles": "CC/C=C\\n1ccnc1"}

***

[4]
{"formula": "C7H10N2O2", "method": "wB97M-V/def2-TZVPD", "species": ["C", "C", "C", "C", "C", "C", "C", "N", "N", "O", "O", "H", "H", "H", "H", "H", "H", "H", "H", "H", "H"], "xyz": [[1.967, 0.321, 0.787], [1.427, 1.414, 0.270], [0.973, -0.335, -1.241], [1.304, -0.877, 0.153], [0.389, 0.987, -0.737], [-0.070, -1.001, 0.818], [-0.830, 0.544, 0.090], [-3.017, 0.269, -0.229], [-1.863, 0.013, -0.671], [-0.780, -2.145, 0.590], [-1.179, 1.398, 1.104], [2.694, 0.245, 1.573], [1.610, 2.437, 0.542], [1.859, -0.194, -1.860], [0.241, -0.938, -1.778], [1.862, -1.811, 0.189], [0.126, 1.729, -1.487], [-0.082, -0.805, 1.889], [-3.713, -0.223, -0.800], [-0.763, -2.371, -0.348], [-2.154, 1.344, 1.147]], "mulliken_charge": [-0.563, -0.686, -0.891, 0.151, -0.167, -0.834, 0.805, -1.009, 0.179, -0.564, -0.520, 0.452, 0.443, 0.338, 0.351, 0.450, 0.506, 0.474, 0.240, 0.397, 0.446], "total_charge": 0, "fmax_ev_per_a": 3.17, "e_lumo_ev": 0.4940, "e_above_lowest_kj_mol": 326.4, "orbital_gap_ev": 9.07, "e_tot_ha": -532.6327, "smiles": "[H]/N=N/[C@]1(O)[C@H]2C=C[C@H](C2)[C@@H]1O"}

***

[5]
{"formula": "C7H10N2O2S", "method": "wB97M-V/def2-TZVPD", "species": ["C", "C", "C", "C", "C", "C", "C", "N", "N", "O", "O", "S", "H", "H", "H", "H", "H", "H", "H", "H", "H", "H"], "xyz": [[3.314, -1.931, 0.181], [-1.174, -0.194, -0.122], [-0.447, 0.223, -1.334], [-0.514, 0.566, 1.098], [1.081, -0.052, -1.257], [0.968, 0.042, 1.241], [1.642, 0.419, -0.005], [3.151, -3.074, 0.091], [1.810, 1.939, 0.079], [1.991, 2.403, 1.190], [1.790, 2.543, -0.958], [3.718, -0.340, 0.085], [-2.189, 0.029, -0.116], [-0.954, -1.314, 0.034], [-0.846, -0.333, -2.100], [-0.706, 1.265, -1.497], [-0.639, 1.694, 0.925], [-1.187, 0.497, 1.959], [1.143, -1.136, -1.149], [1.502, 0.097, -2.198], [1.471, 0.513, 2.097], [0.969, -0.997, 1.296]], "mulliken_charge": [0.552, -0.637, -0.755, -0.616, -0.847, -1.170, 0.151, -0.463, 1.069, -0.587, -0.595, -0.149, 0.413, 0.257, 0.437, 0.347, 0.346, 0.389, 0.395, 0.484, 0.416, 0.562], "total_charge": 0, "fmax_ev_per_a": 4.39, "e_lumo_ev": -1.3776, "e_above_lowest_kj_mol": 485.4, "orbital_gap_ev": 8.65, "e_tot_ha": -930.7541, "smiles": "N#CSC1([N+](=O)[O-])CCCCC1"}

***

[6]
{"formula": "C7H10N2O3S", "method": "wB97M-V/def2-TZVPD", "species": ["C", "C", "C", "C", "C", "C", "C", "H", "H", "H", "H", "H", "H", "H", "H", "H", "H", "N", "N", "O", "O", "O", "S"], "xyz": [[2.518, -0.436, 0.994], [1.889, 0.418, -0.116], [0.397, -1.205, -0.964], [-1.264, 0.453, -1.495], [-2.376, 1.209, -1.307], [-3.045, 1.136, -0.033], [-1.426, -0.649, 0.642], [4.023, 0.379, 2.001], [1.710, -0.944, 1.445], [3.180, -1.195, 0.503], [2.673, 1.089, -0.462], [1.032, 1.109, 0.283], [0.181, -1.802, -1.823], [0.590, -1.913, -0.107], [-0.705, 0.560, -2.452], [-2.652, 1.946, -2.049], [-2.993, 0.033, 1.700], [-0.780, -0.464, -0.586], [-2.454, 0.195, 0.870], [3.077, 0.389, 2.083], [1.458, -0.342, -1.249], [-4.032, 1.766, 0.342], [-0.998, -1.732, 1.780]], "mulliken_charge": [-0.347, -0.071, -0.847, 0.111, -0.686, 0.408, 0.370, 0.325, 0.099, 0.298, 0.307, 0.165, 0.364, 0.401, 0.368, 0.405, 0.242, 0.125, -0.090, -0.522, -0.385, -0.632, -0.408], "total_charge": 0, "fmax_ev_per_a": 2.08, "e_lumo_ev": 0.1647, "e_above_lowest_kj_mol": 14.3, "orbital_gap_ev": 9.15, "e_tot_ha": -1006.1456, "smiles": "O=c1ccn(COCCO)c(=S)[nH]1"}